A structure of composition C4H3I at a distorted geometry, computed with ωB97M-V/def2-TZVPD.

Last column: natural (NBO) charge in e.
Atoms and positions in Å:
C 0.325 1.266 0.156  0.02
C 1.165 0.237 0.002  -0.40
C -1.083 0.058 -0.383  -0.36
C -0.012 -0.532 0.340  -0.17
I 3.171 -0.196 0.019  0.24
H -2.096 -0.114 -0.058  0.20
H -1.270 0.499 -1.300  0.24
H -0.199 -1.217 1.224  0.23

## Properties
frontier orbital gap = 0.342 Eh
energy above the lowest of the compared OMol25 structures with the same formula, charge and spin = 259.3 kJ/mol
E_LUMO = 0.00906 Eh
total energy = -12291.8109 eV
2S+1 = 1
HOMO = -9.06 eV